Run i
ORCA calculation (ωB97M-V/def2-TZVPD) on C2H4FPS as an isolated structure.

```
9
Properties=species:S:1:pos:R:3:nbo_charge:R:1
H -1.5488 -0.7654 0.0542 0.221
H -1.5204 0.9564 -0.3806 0.223
H -0.1788 0.5748 1.6865 0.215
C -1.0250 0.0122 -0.3556 -0.645
F 1.0486 -1.8326 -0.3281 -0.597
S 1.6401 -0.3608 0.5686 0.688
P 1.9302 1.2789 -0.5818 0.038
H -0.3909 -0.1970 -1.3454 0.252
C 0.0450 0.3335 0.6821 -0.395
```

Properties
LUMO level (alpha / beta) = -0.74 / -0.74 eV
gap between HOMO and LUMO (alpha / beta) = 7.62 / 7.62 eV
multiplicity = 1
E_HOMO (alpha / beta) = -8.4 / -8.4 eV



Run ii
ORCA calculation (ωB97M-V/def2-TZVPD) on a 2-piece molecular cluster, C2H4FPS overall.

```
9
Properties=species:S:1:pos:R:3:nbo_charge:R:1
H 0.4156 -0.8073 1.6536 -0.021
C -1.7738 -1.2191 1.0734 0.084
H 1.5196 1.3043 -2.0280 0.244
P -0.4548 -1.7957 1.9256 0.263
S -0.6332 0.7649 -1.2996 0.103
F -3.0649 -1.4146 0.8087 -0.314
C 1.1286 1.0114 -1.0773 -0.806
H 1.7622 0.2446 -0.6400 0.221
H 1.1007 1.9116 -0.4164 0.226
```

Properties
LUMO level (alpha / beta) = -0.59 / -1.74 eV
gap between HOMO and LUMO (alpha / beta) = 8.51 / 6.78 eV
multiplicity = 1
E_HOMO (alpha / beta) = -9.1 / -8.5 eV



Q: Which of them is the least stable? A: run ii.



Run i
ORCA calculation (ωB97M-V/def2-TZVPD) on an isolated molecule of C4H9NO3S.

```
18
Properties=species:S:1:pos:R:3:nbo_charge:R:1
H 2.4117 -0.3909 1.1890 0.367
C 0.9612 0.4054 0.0853 0.496
H -0.9633 -0.0048 -1.7806 0.234
O -2.2026 1.2013 -0.4545 -0.982
O 0.8636 1.4911 -0.7876 -0.700
H 0.7739 -1.8552 -0.2756 0.219
S -1.7930 -0.0047 0.1573 2.218
H 1.1904 -0.8293 -1.6399 0.239
H 2.1368 1.2064 1.4551 0.374
H -1.1859 -1.6707 -1.4953 0.242
H -0.6203 1.2180 1.9620 0.265
N 2.2014 0.4223 0.7569 -0.810
O -2.7698 -0.8109 0.7717 -0.938
H -0.0365 1.5743 -1.0170 0.483
C 0.6840 -0.8853 -0.7139 -0.466
H -0.3695 -0.5717 1.6781 0.216
C -0.7829 -0.8171 -1.1117 -0.655
C -0.4992 0.3218 1.2208 -0.800
```

Properties
LUMO level = 0.61 eV
gap between HOMO and LUMO = 10.33 eV
multiplicity = 1
E_HOMO = -9.7 eV
SMILES string = N[C@@]1(O)CCS(=O)(=O)C1



Run ii
ORCA calculation (ωB97M-V/def2-TZVPD) on a 2-piece molecular cluster, C4H9NO3S overall.

```
18
Properties=species:S:1:pos:R:3:nbo_charge:R:1
C 0.2664 0.3702 0.5192 -0.272
O -0.4884 3.4915 -0.4410 -0.919
H -0.8636 0.4337 -1.4000 0.185
H -1.8872 0.1302 0.0709 0.223
H -0.3656 -1.4634 -0.1130 0.314
C 2.3647 2.0014 -0.1665 -0.339
H -2.5442 2.7374 -1.1170 -0.017
H 1.2976 -4.3322 0.5540 0.563
O -2.1943 2.7541 1.1539 -0.942
H 0.3911 -2.9707 0.4136 0.567
O 0.3859 -3.9750 0.5246 -0.794
C 1.5077 1.1655 0.1050 -0.072
H 1.0125 -1.0143 -0.8742 0.341
S -1.5478 2.5177 -0.1578 1.956
H 3.2464 2.6862 -0.1395 0.236
C -1.0270 0.7694 -0.3155 -0.684
H -0.1293 -4.2436 1.3130 0.560
N 0.5750 -1.0579 0.0701 -0.906
```

Properties
LUMO level = -1.96 eV
gap between HOMO and LUMO = 3.70 eV
multiplicity = 1
E_HOMO = -5.7 eV



Q: Which of them is the least stable? A: run ii.